Entry 1:
A molecular structure, C4H7IrO, computed with wB97M-V/def2-TZVPD.

The geometry in XYZ format:
```
13
Properties=species:S:1:pos:R:3:forces:R:3:mulliken_spin:R:1
C -1.508865 0.133571 0.124933 -0.4 -3.8 0.2 0.256
C -0.153212 -0.317035 0.613146 -1.4 -0.2 0.2 0.101
C 1.268156 -0.590105 0.456278 0.9 -1.0 2.5 0.340
O 2.151954 -0.322910 -0.409411 -1.5 1.5 1.6 0.356
Ir 2.725809 -0.772141 -2.043065 2.3 -0.9 -4.4 2.792
H -1.959509 -0.550517 -0.609058 -0.2 0.6 -0.2 0.018
H -0.295101 -0.466949 1.700306 0.0 0.3 0.4 0.067
H -2.170848 0.443812 0.941109 0.1 0.1 0.0 0.025
H 0.203909 -1.370667 -0.245130 -0.1 0.2 1.5 0.128
C -0.700014 1.233709 -0.449866 1.1 4.2 -1.6 0.827
H -0.602250 1.259208 -1.535628 -0.1 -0.4 -0.1 0.034
H -0.703894 2.212783 0.027373 0.0 -0.2 0.3 0.030
H 1.743864 -0.892760 1.429015 -0.6 -0.4 -0.7 0.026
```
Positions in Å, forces in eV/Å.

Values from the calculation:
<S²>   8.76
HOMO (spin up / spin down)   -22.34 / -25.40 eV
Charge   +3
Lowest unoccupied orbital energy (spin up / spin down)   -0.5812 / -0.7215 Eh
Orbital gap (spin up / spin down)   6.53 / 5.76 eV
2S+1   6

=====

Entry 2:
C5H7BrN2 in the gas phase, computed with wB97M-V/def2-TZVPD.

The geometry in XYZ format:
```
15
Properties=species:S:1:pos:R:3:forces:R:3:mulliken_charge:R:1
C -1.552340 3.107649 -0.232501 -0.4 0.0 -1.0 -1.134
C -1.161632 1.919320 0.139055 -0.2 -1.2 0.9 0.698
N -0.884211 0.924714 0.762359 1.2 1.7 -0.6 0.081
N -0.698117 -0.338066 0.890514 0.3 -2.7 0.0 -0.570
C 0.213856 -1.024018 0.263676 0.7 0.6 0.7 0.707
C 0.568346 -2.442683 0.689549 -2.5 0.8 1.4 -1.058
C 1.066725 -0.403791 -0.815719 -2.6 2.6 2.0 -0.807
Br 2.713669 0.502462 -0.154416 -0.9 -0.3 -0.3 -0.119
H -1.149198 3.553438 -1.116208 0.6 0.4 -0.1 0.263
H -2.566544 3.371071 -0.044684 -0.6 0.3 0.5 0.265
H -0.131590 -2.729699 1.544545 1.2 0.4 -0.9 0.318
H 1.607872 -2.512153 0.961926 0.3 0.0 0.2 0.285
H 0.327474 -3.132839 -0.088545 0.1 -0.5 -0.8 0.311
H 1.341397 -1.076101 -1.521501 1.1 -2.1 -1.9 0.430
H 0.304290 0.280695 -1.278044 1.5 0.1 0.0 0.330
```
Positions in Å, forces in eV/Å.

Values from the calculation:
HOMO   -8.30 eV
Lowest unoccupied orbital energy   0.0067 Eh
SMILES   C=C=N/N=C(/C)CBr
Orbital gap   8.48 eV

=====

Respective electronic energy values: -334.32846; -2878.11837 a.u..
Respective ΔE to the lowest compared entry with this formula, charge and spin values: 126.1; 254.6 kJ/mol.